(1)
Entry from the OMol25 dataset: C9H25AuN5S as an isolated structure (wB97M-V/def2-TZVPD).

Its total energy is -1164.4738 a.u. The value obtained for the LUMO energy (spin up / spin down) is -9.70 / -13.54 eV. The value obtained for the energy relative to the best compared isomer or geometry (same formula, charge and spin) is 0.546 eV.

```
! wB97M-V def2-TZVPD RIJCOSX def2/J DEFGRID3
* xyz 3 3
Au -0.07 0.08 0.57
N -0.57 -1.86 -0.61
C 0.22 -1.85 -1.87
C 1.60 -1.26 -1.64
N 1.60 0.11 -1.04
C 1.31 1.31 -1.87
C -0.16 1.53 -2.12
N -0.89 1.59 -0.82
H -1.55 -1.98 -0.81
H -0.31 -2.67 -0.05
H 0.35 -2.86 -2.27
H -0.34 -1.29 -2.62
H 2.17 -1.89 -0.96
H 2.15 -1.20 -2.58
H 2.44 0.25 -0.49
H 1.75 2.16 -1.34
H 1.86 1.20 -2.82
H -0.30 2.46 -2.68
H -0.61 0.74 -2.71
H -0.77 2.51 -0.39
H -1.89 1.48 -0.96
C 0.28 -1.52 5.90
N -0.03 -1.06 4.52
C -0.52 -2.14 3.64
C 0.29 0.16 4.10
S 1.18 0.18 2.54
N 0.17 1.25 4.80
C 0.84 2.52 4.43
C -0.71 1.34 5.99
H 0.93 -2.38 5.82
H -0.64 -1.79 6.41
H 0.79 -0.73 6.45
H -1.25 -2.71 4.21
H 0.29 -2.80 3.34
H -1.03 -1.71 2.78
H 1.71 2.34 3.82
H 1.16 3.00 5.35
H 0.12 3.16 3.93
H -1.37 0.49 6.03
H -1.28 2.26 5.88
H -0.10 1.40 6.89
*
```

Charges obtained by natural (NBO) population analysis, quoted in units of e: Au 1.008; N -0.889; C -0.253; C -0.274; N -0.390; C -0.274; C -0.251; N -0.857; H 0.426; H 0.412; H 0.264; H 0.223; H 0.244; H 0.277; H 0.431; H 0.245; H 0.278; H 0.269; H 0.225; H 0.422; H 0.433; C -0.414; N -0.364; C -0.417; C 0.397; S 0.089; N -0.311; C -0.426; C -0.419; H 0.249; H 0.246; H 0.234; H 0.262; H 0.229; H 0.198; H 0.230; H 0.268; H 0.239; H 0.236; H 0.254; H 0.252

=====

(2)
Entry from the OMol25 dataset: C12H14 in the gas phase in a non-equilibrium geometry (wB97M-V/def2-TZVPD).

Its total energy is -465.5402 a.u. The value obtained for the LUMO energy is 0.94 eV. The SMILES is CC1(C)[C@H]2C[C@]21c1ccccc1. The value obtained for the energy relative to the best compared isomer or geometry (same formula, charge and spin) is 1.855 eV.

```
! wB97M-V def2-TZVPD RIJCOSX def2/J DEFGRID3
* xyz 0 1
C 0.80 0.12 -3.01
C 0.44 -0.60 -1.67
C -0.74 -1.50 -1.66
C 1.48 -1.10 -0.75
C 2.18 0.17 -0.28
C 0.70 0.08 -0.31
C -0.19 0.35 0.71
C -0.22 -0.55 1.82
C -1.01 -0.27 2.99
C -1.60 0.99 3.05
C -1.54 1.88 2.05
C -0.91 1.54 0.83
H 1.88 0.65 -3.07
H 0.01 0.83 -3.14
H 0.75 -0.66 -3.73
H -0.95 -1.76 -0.67
H -0.73 -2.29 -2.38
H -1.58 -0.88 -1.94
H 1.51 -2.10 -0.30
H 2.60 0.25 0.80
H 2.80 0.80 -0.99
H 0.26 -1.55 1.72
H -0.96 -0.91 3.87
H -2.00 1.41 3.97
H -2.07 2.87 2.12
H -0.92 2.22 -0.03
*
```

Charges obtained by natural (NBO) population analysis, quoted in units of e: C -0.606; C 0.011; C -0.623; C -0.221; C -0.378; C -0.092; C -0.059; C -0.197; C -0.201; C -0.231; C -0.210; C -0.177; H 0.215; H 0.207; H 0.205; H 0.222; H 0.219; H 0.210; H 0.216; H 0.219; H 0.200; H 0.211; H 0.218; H 0.212; H 0.218; H 0.213

=====

(3)
Entry from the OMol25 dataset: C5H3NO as an isolated structure in a non-equilibrium geometry (wB97M-V/def2-TZVPD).

Its total energy is -322.1673 a.u. The value obtained for the LUMO energy is -0.26 eV. The value obtained for the energy relative to the best compared isomer or geometry (same formula, charge and spin) is 3.387 eV.

```
! wB97M-V def2-TZVPD RIJCOSX def2/J DEFGRID3
* xyz 0 1
N 3.12 0.04 -0.35
C 1.99 -0.04 -0.13
C 0.57 -0.15 0.12
C 0.41 1.15 0.38
O -1.55 1.05 0.11
C -1.67 -0.19 -0.20
C -0.53 -0.99 -0.20
H 0.80 1.75 1.20
H -2.65 -0.61 -0.48
H -0.49 -2.04 -0.45
*
```

Charges obtained by natural (NBO) population analysis, quoted in units of e: N -0.263; C 0.253; C -0.165; C 0.117; O -0.505; C 0.278; C -0.407; H 0.246; H 0.198; H 0.247

=====

(4)
Entry from the OMol25 dataset: C25H21AgN6 as an isolated structure (wB97M-V/def2-TZVPD).

Its total energy is -1440.7448 a.u. The value obtained for the LUMO energy is -0.23 eV.

```
! wB97M-V def2-TZVPD RIJCOSX def2/J DEFGRID3
* xyz 0 1
Ag 0.90 0.05 -0.20
C 5.55 -0.63 -0.93
C 6.01 -0.38 0.35
C 5.11 -0.36 1.40
C 3.75 -0.59 1.16
N 3.32 -0.82 -0.09
C 4.19 -0.84 -1.09
C 2.73 -0.55 2.24
C 3.13 -0.66 3.58
C 2.21 -0.59 4.60
C 0.86 -0.43 4.29
C 0.47 -0.35 2.96
C 1.37 -0.39 1.89
H 6.21 -0.66 -1.79
H 7.06 -0.20 0.53
H 5.46 -0.14 2.40
H 3.77 -1.04 -2.07
H 4.17 -0.84 3.84
H 2.52 -0.65 5.64
H 0.12 -0.37 5.08
H -0.60 -0.27 2.75
C 3.70 2.82 -0.21
C 2.28 3.18 -0.46
N 1.33 2.37 -0.86
C 0.20 3.15 -1.01
C 0.47 4.44 -0.70
N 1.80 4.45 -0.35
H 3.78 1.74 -0.15
H 4.06 3.25 0.73
H 4.34 3.17 -1.02
H -0.73 2.71 -1.34
H -0.14 5.32 -0.70
H 2.34 5.25 -0.05
N -8.58 -4.32 -3.49
C -7.70 -3.74 -3.04
C -6.60 -3.00 -2.50
C -5.29 -3.39 -2.77
C -4.23 -2.67 -2.26
C -4.46 -1.53 -1.49
C -5.77 -1.15 -1.21
C -6.83 -1.88 -1.70
N -3.37 -0.77 -1.01
C -3.37 0.06 0.10
C -2.13 0.61 0.15
N -1.37 0.15 -0.90
C -2.13 -0.67 -1.57
H -5.11 -4.28 -3.36
H -3.21 -3.00 -2.44
H -5.95 -0.26 -0.62
H -7.84 -1.57 -1.48
H -4.21 0.15 0.76
H -1.74 1.29 0.89
H -1.85 -1.18 -2.47
*
```

Charges obtained by Mulliken population analysis, quoted in units of e: Ag -0.267; C -0.537; C -0.433; C -0.502; C 0.931; N -0.362; C -0.262; C 1.019; C -0.619; C -0.693; C -0.588; C 0.128; C -0.950; H 0.398; H 0.413; H 0.265; H 0.349; H 0.282; H 0.367; H 0.378; H 0.361; C -0.319; C 0.288; N -0.244; C -0.505; C -0.532; N -0.055; H -0.338; H 0.358; H 0.343; H 0.526; H 0.400; H 0.191; N -0.483; C 0.078; C 0.392; C -0.893; C -0.369; C 1.083; C -0.300; C -0.923; N 0.216; C -0.533; C -0.581; N -0.131; C -0.384; H 0.436; H 0.394; H 0.366; H 0.429; H 0.417; H 0.606; H 0.389

=====

(5)
Entry from the OMol25 dataset: C24H42N5ORuS2SbSi3 as an isolated structure (wB97M-V/def2-TZVPD).

Its total energy is -3288.6840 a.u. The value obtained for the LUMO energy (spin up / spin down) is -2.82 / -3.28 eV. The value obtained for the energy relative to the best compared isomer or geometry (same formula, charge and spin) is 0.301 eV.

```
! wB97M-V def2-TZVPD RIJCOSX def2/J DEFGRID3
* xyz 1 2
Ru 0.85 0.08 -0.94
C 1.28 -5.20 -0.17
N 1.65 -4.15 0.77
C 2.20 -4.34 2.01
C 2.38 -3.13 2.56
N 1.91 -2.17 1.65
C 1.45 -2.83 0.53
S 0.60 -2.27 -0.79
C 2.07 -0.77 1.86
C 2.50 -0.38 3.13
C 2.84 0.93 3.37
C 2.77 1.83 2.32
C 2.27 1.39 1.12
N 1.88 0.11 0.87
H 1.57 -6.15 0.26
H 1.80 -5.04 -1.12
H 0.21 -5.18 -0.36
H 2.44 -5.32 2.39
H 2.83 -2.88 3.50
H 2.57 -1.09 3.94
H 3.17 1.23 4.35
H 3.05 2.87 2.43
H 2.15 2.07 0.30
N 4.74 3.75 -2.65
C 5.52 2.64 -2.62
O 6.72 2.68 -2.80
C 4.84 1.32 -2.34
C 5.63 0.18 -2.29
C 5.03 -1.04 -2.06
C 3.66 -1.08 -1.86
N 2.89 0.01 -1.87
C 3.48 1.18 -2.12
H 5.18 4.62 -2.87
H 3.74 3.73 -2.56
H 6.70 0.28 -2.44
H 5.61 -1.95 -2.03
H 3.14 -2.02 -1.70
H 2.79 2.02 -2.14
S 0.29 2.13 -1.46
C -2.89 -2.80 -0.99
Si -2.81 -1.64 0.48
C -4.57 -1.37 1.07
C -1.87 -2.30 1.96
Sb -1.74 0.57 -0.32
Si -2.04 2.10 1.72
C -0.98 1.34 3.06
C -3.84 2.14 2.24
C -1.46 3.81 1.26
Si -3.24 1.25 -2.29
C -5.02 0.99 -1.81
C -2.72 0.10 -3.66
C -2.93 3.04 -2.70
H -2.99 -3.84 -0.65
H -2.03 -2.75 -1.65
H -3.78 -2.56 -1.58
H -5.01 -2.33 1.36
H -5.20 -0.93 0.31
H -4.60 -0.72 1.95
H -2.17 -3.33 2.17
H -2.11 -1.71 2.85
H -0.79 -2.29 1.83
H -1.27 0.32 3.26
H -1.06 1.91 3.99
H 0.07 1.34 2.75
H -4.15 1.21 2.70
H -4.50 2.34 1.39
H -3.99 2.94 2.97
H -0.51 3.78 0.73
H -1.35 4.41 2.17
H -2.19 4.31 0.61
H -5.27 -0.07 -1.76
H -5.67 1.44 -2.56
H -5.26 1.45 -0.84
H -3.02 -0.93 -3.44
H -1.64 0.12 -3.78
H -3.18 0.39 -4.61
H -3.29 3.70 -1.91
H -3.48 3.29 -3.62
H -1.88 3.24 -2.86
*
```

Charges obtained by Mulliken population analysis, quoted in units of e: Ru -0.104; C -0.866; N 0.307; C -1.131; C -0.154; N 0.727; C -0.131; S -0.319; C 0.770; C -0.919; C -0.849; C -0.946; C -0.444; N 1.348; H 0.327; H 0.317; H 0.320; H 0.466; H 0.501; H 0.339; H 0.431; H 0.471; H 0.224; N -0.264; C 0.358; O -0.630; C 0.445; C -0.386; C -0.975; C -0.271; N 0.195; C -0.326; H 0.233; H 0.162; H 0.514; H 0.443; H 0.610; H 0.078; S -0.782; C -1.026; Si 0.426; C -0.998; C -0.698; Sb 0.004; Si 0.447; C -0.383; C -1.032; C -1.014; Si 0.342; C -1.034; C -0.952; C -0.966; H 0.402; H 0.315; H 0.347; H 0.381; H 0.215; H 0.228; H 0.420; H 0.391; H -0.146; H 0.150; H 0.533; H -0.226; H 0.297; H 0.267; H 0.401; H 0.287; H 0.397; H 0.296; H 0.275; H 0.433; H 0.257; H 0.269; H 0.200; H 0.433; H 0.273; H 0.403; H 0.298

=====

(6)
Entry from the OMol25 dataset: C4H8O2 in the gas phase in a non-equilibrium geometry (wB97M-V/def2-TZVPD).

Its total energy is -307.5887 a.u. The value obtained for the LUMO energy is 0.71 eV. The SMILES is CC(=O)[C@@H](C)O. The value obtained for the energy relative to the best compared isomer or geometry (same formula, charge and spin) is 3.368 eV.

```
! wB97M-V def2-TZVPD RIJCOSX def2/J DEFGRID3
* xyz 0 1
C 2.18 0.56 -0.48
C 0.68 -0.04 -0.02
O 1.09 -1.17 -0.21
C -0.83 -0.20 0.68
C -1.95 0.44 -0.13
O -1.04 -1.58 0.79
H 2.18 0.53 -1.58
H 3.03 -0.10 -0.16
H 2.33 1.54 -0.08
H -0.80 0.24 1.69
H -1.82 1.52 -0.14
H -2.93 0.20 0.29
H -1.92 0.06 -1.16
H -0.21 -2.00 0.49
*
```

Charges obtained by natural (NBO) population analysis, quoted in units of e: C -0.602; C 0.506; O -0.596; C 0.068; C -0.629; O -0.727; H 0.228; H 0.236; H 0.191; H 0.180; H 0.207; H 0.227; H 0.214; H 0.496